Version P
Computed, not measured: 2 unconnected molecules or ions with the total composition C4H3NO, with ωB97M-V/def2-TZVPD.

```
! wB97M-V def2-TZVPD RIJCOSX def2/J DEFGRID3
* xyz 0 1
N -1.029 1.335 -1.715
C -0.558 0.182 -1.834
C 0.214 -0.816 -2.040
O 0.646 -1.907 -2.101
H -0.464 2.239 -2.089
C 0.727 -1.027 1.154
C -0.419 -0.834 0.945
H 1.725 -1.230 1.076
H -1.358 -0.553 1.123
*
```

Values from the calculation:
- HOMO: -8.5 eV


Version Q
Computed, not measured: C4H3NO in the gas phase, with ωB97M-V/def2-TZVPD.

```
! wB97M-V def2-TZVPD RIJCOSX def2/J DEFGRID3
* xyz 0 1
C -0.820 0.192 -0.384
C 0.424 -0.072 0.397
C -1.998 0.449 0.103
C 1.660 0.713 0.033
N 1.619 -0.540 -0.281
O -3.050 0.608 0.595
H -0.449 0.178 -1.408
H 0.333 -0.233 1.463
H 2.282 -1.294 -0.519
*
```

Values from the calculation:
- HOMO: -8.6 eV


Version R
Computed, not measured: C4H3NO in the gas phase, with ωB97M-V/def2-TZVPD.

```
! wB97M-V def2-TZVPD RIJCOSX def2/J DEFGRID3
* xyz 0 1
O 1.013 -1.278 -1.152
C 0.174 -0.476 -0.564
C -0.854 -0.823 0.498
C -0.978 0.472 0.973
N -0.050 1.419 0.644
C 0.568 0.847 -0.394
H -1.224 -2.012 0.360
H -1.415 0.702 1.995
H 1.433 1.476 -0.722
*
```

Values from the calculation:
- HOMO: -9.9 eV


Tell me which of them is the least stable. Sure, it is version P.


Version P
Computed, not measured: C2H8N2O2 in the gas phase, with ωB97M-V/def2-TZVPD.

```
! wB97M-V def2-TZVPD RIJCOSX def2/J DEFGRID3
* xyz 0 1
C -1.774 0.593 0.703
O -0.467 0.117 0.757
N 0.294 0.336 -0.489
N 0.871 1.658 -0.400
O 1.425 -0.447 -0.291
C 1.161 -1.831 -0.428
H -2.429 -0.013 1.497
H -2.149 0.311 -0.311
H -1.731 1.666 0.919
H 0.766 1.985 0.539
H 0.395 2.266 -1.049
H 2.126 -2.155 -0.679
H 0.493 -2.008 -1.258
H 1.019 -2.478 0.491
*
```

Values from the calculation:
- HOMO: -9.3 eV


Version Q
Computed, not measured: 2 unconnected molecules or ions with the total composition C2H8N2O2, with ωB97M-V/def2-TZVPD.

```
! wB97M-V def2-TZVPD RIJCOSX def2/J DEFGRID3
* xyz 0 1
N -2.109 0.062 -0.724
C -0.789 -0.289 -0.958
O -0.487 -1.398 -1.412
H -2.785 -0.682 -0.835
H -2.350 1.035 -0.597
H -0.088 0.615 -1.125
C 1.534 0.933 0.451
N 0.339 -0.222 0.900
O 0.805 -1.568 1.028
H 2.483 0.399 0.463
H 1.538 1.486 -0.489
H 1.474 1.636 1.279
H -0.056 -0.020 1.822
H 0.491 -1.988 0.197
*
```

Values from the calculation:
- HOMO: -9.2 eV


Tell me which of them is the least stable. Sure, it is version P.


Version P
Computed, not measured: 2 unconnected molecules or ions with the total composition C2H8N2O2, with ωB97M-V/def2-TZVPD.

```
! wB97M-V def2-TZVPD RIJCOSX def2/J DEFGRID3
* xyz 0 1
O 1.426 -0.066 0.325
C 2.584 0.139 0.125
O 3.129 1.387 0.353
H 3.226 -0.545 -0.447
H 3.327 1.480 1.304
N -1.766 -1.151 -1.057
C -1.624 0.089 -0.269
N -1.016 -0.007 1.022
H -2.073 -0.774 -1.951
H -2.617 -1.605 -0.713
H -2.604 0.616 -0.173
H -0.926 0.741 -0.855
H -0.260 0.635 1.012
H -0.805 -0.941 1.324
*
```

Values from the calculation:
- HOMO: -8.3 eV


Version Q
Computed, not measured: 3 unconnected molecules or ions with the total composition C2H8N2O2, with ωB97M-V/def2-TZVPD.

```
! wB97M-V def2-TZVPD RIJCOSX def2/J DEFGRID3
* xyz 0 1
C -1.436 0.344 0.252
N -0.271 0.240 1.017
C 0.778 1.183 0.781
N 1.938 0.528 0.706
O 0.518 2.297 0.411
H -1.518 -0.652 -0.209
H -2.313 0.345 0.912
H -1.432 1.148 -0.469
H 0.183 -2.715 -0.574
H 2.013 -0.146 1.475
H 1.299 0.157 -2.503
H 0.579 0.009 -2.611
H -0.012 -0.787 1.096
O -0.328 -1.951 -0.283
*
```

Values from the calculation:
- HOMO: -9.5 eV


Version R
Computed, not measured: 2 unconnected molecules or ions with the total composition C2H8N2O2, with ωB97M-V/def2-TZVPD.

```
! wB97M-V def2-TZVPD RIJCOSX def2/J DEFGRID3
* xyz 0 1
O -2.306 -0.673 0.981
N -2.518 -0.140 -0.090
O -1.888 -0.449 -1.246
H -1.047 0.139 -1.222
C 0.892 -1.174 0.234
N 0.044 0.165 0.275
C 0.798 1.357 -0.109
H 0.226 -2.029 0.166
H 1.447 -1.162 -0.702
H 1.576 -1.291 1.078
H -0.186 0.281 1.262
H 0.188 2.244 0.060
H 1.718 1.463 0.475
H 1.056 1.269 -1.163
*
```

Values from the calculation:
- HOMO: -9.1 eV


Version S
Computed, not measured: C2H8N2O2 in the gas phase, with ωB97M-V/def2-TZVPD.

```
! wB97M-V def2-TZVPD RIJCOSX def2/J DEFGRID3
* xyz 0 1
C -0.465 -1.517 -0.780
N -0.202 -0.740 0.414
C 0.243 0.708 0.425
N 0.004 1.323 -0.838
O -0.426 1.369 1.470
O 1.569 0.494 0.716
H -1.539 -1.574 -0.957
H 0.022 -1.094 -1.655
H -0.048 -2.521 -0.653
H -0.619 -1.053 1.281
H 0.742 1.983 -1.048
H -0.903 1.768 -0.857
H 0.184 1.391 2.217
H 1.438 -0.537 0.263
*
```

Values from the calculation:
- HOMO: -8.8 eV


Tell me which of them is the least stable. Sure, it is version Q.


Version P
Computed, not measured: a gas-phase ion, C4H9N3 (charge +2), with ωB97M-V/def2-TZVPD.

```
! wB97M-V def2-TZVPD RIJCOSX def2/J DEFGRID3
* xyz 2 1
C 0.324 0.556 -2.656
N 0.194 0.372 -1.415
C 0.357 1.212 -0.239
N -0.016 0.075 0.591
C -0.139 -0.073 1.889
N -0.485 -1.160 2.505
C -0.180 -0.767 -0.589
H 0.142 -0.247 -3.366
H 0.622 1.524 -3.051
H -0.336 2.065 -0.198
H 1.382 1.580 -0.089
H 0.074 0.813 2.486
H -0.553 -1.177 3.519
H -0.702 -2.035 2.038
H 0.520 -1.612 -0.659
H -1.204 -1.125 -0.768
*
```

Values from the calculation:
- HOMO: -19.6 eV


Version Q
Computed, not measured: a gas-phase ion, C4H9N3 (charge +2), with ωB97M-V/def2-TZVPD.

```
! wB97M-V def2-TZVPD RIJCOSX def2/J DEFGRID3
* xyz 2 1
C -1.974 -1.172 0.105
N -1.948 0.046 0.039
C -1.342 1.098 -0.091
N 0.067 0.867 -0.186
C 0.900 1.884 0.128
N 0.431 -0.350 -0.430
C 1.673 -1.044 0.106
H -1.635 -1.510 1.005
H -2.485 -1.786 -0.685
H -1.811 2.143 -0.021
H 1.942 1.712 0.016
H 0.334 2.755 0.383
H 0.027 -0.811 -1.166
H 2.039 -0.631 1.131
H 1.350 -2.137 0.246
H 2.432 -1.066 -0.579
*
```

Values from the calculation:
- HOMO (spin up / spin down): -19.3 / -19.3 eV


Tell me which of them is the least stable. Sure, it is version Q.


Version P
Computed, not measured: a molecular structure, C24H34BN14O3STi, with ωB97M-V/def2-TZVPD.

```
! wB97M-V def2-TZVPD RIJCOSX def2/J DEFGRID3
* xyz -1 1
Ti -0.829 1.087 1.168
N -2.621 2.907 4.813
C -2.013 2.179 3.802
S -2.960 1.789 2.427
N -0.789 1.809 4.006
N -0.160 1.091 3.031
C 1.002 0.596 3.451
C 1.936 -0.083 2.649
C 3.122 -0.614 3.193
C 4.016 -1.318 2.420
C 3.752 -1.531 1.069
C 2.617 -0.990 0.490
C 1.715 -0.231 1.240
O 0.699 0.371 0.679
H -3.373 3.494 4.486
H -1.968 3.365 5.434
H 1.234 0.733 4.510
H 3.314 -0.454 4.247
H 4.922 -1.709 2.861
H 4.446 -2.104 0.467
H 2.428 -1.130 -0.568
N -0.679 -0.809 -1.534
C -0.861 -2.095 -0.883
C -2.013 -2.808 -1.615
C -2.651 -4.023 -0.940
C -1.723 -5.222 -0.637
N -0.563 -5.346 -1.496
C 0.655 -4.807 -1.117
N 1.004 -4.708 0.213
N 1.653 -4.783 -2.101
C -1.066 -1.968 0.667
O -0.838 -3.001 1.316
O -1.429 -0.877 1.168
H -0.197 -0.926 -2.421
H -0.110 -0.202 -0.944
H 0.040 -2.725 -0.976
H -1.655 -3.088 -2.615
H -2.795 -2.062 -1.767
H -3.463 -4.357 -1.594
H -3.095 -3.705 0.004
H -2.299 -6.151 -0.740
H -1.372 -5.157 0.391
H -0.767 -5.197 -2.478
H 0.305 -4.190 0.783
H 1.916 -4.285 0.334
H 1.303 -4.555 -3.026
H 2.440 -4.200 -1.845
B -1.658 3.889 -1.140
N -2.396 2.542 -1.159
C -3.414 2.297 -1.988
C -3.896 1.027 -1.730
C -3.095 0.566 -0.694
N -2.184 1.489 -0.377
N -0.751 4.032 0.099
C -0.135 5.191 0.334
C 0.616 5.070 1.487
C 0.398 3.760 1.894
N -0.439 3.148 1.046
H -2.481 4.765 -1.094
H -0.982 3.989 -2.127
H -3.739 3.035 -2.697
H -4.710 0.521 -2.213
H -3.161 -0.362 -0.155
H -0.255 6.026 -0.328
H 1.218 5.817 1.963
H 0.809 3.261 2.753
N 2.160 1.174 -4.227
C 2.272 1.563 -2.893
C 1.153 1.940 -2.163
N 1.235 2.324 -0.884
C 2.462 2.289 -0.344
C 3.561 1.876 -1.056
N 3.499 1.522 -2.353
H 1.404 1.629 -4.719
H 3.040 1.210 -4.722
H 0.168 1.967 -2.609
H 2.527 2.591 0.696
H 4.548 1.844 -0.614
*
```

Values from the calculation:
- HOMO (spin up / spin down): -1.3 / -1.3 eV


Version Q
Computed, not measured: a molecular structure, C24H34BN14O3STi, with ωB97M-V/def2-TZVPD.

```
! wB97M-V def2-TZVPD RIJCOSX def2/J DEFGRID3
* xyz -1 1
Ti -0.778 -0.769 -0.149
N -4.497 0.412 -2.685
C -3.721 -0.374 -1.822
S -4.426 -0.648 -0.250
N -2.644 -0.809 -2.380
N -1.692 -1.554 -1.683
C -1.233 -2.588 -2.417
C -0.116 -3.386 -2.077
C 0.228 -4.517 -2.857
C 1.304 -5.320 -2.557
C 2.112 -5.039 -1.444
C 1.825 -3.927 -0.676
C 0.754 -3.088 -0.985
O 0.563 -1.977 -0.285
H -5.136 1.023 -2.204
H -3.969 0.821 -3.441
H -1.748 -2.788 -3.350
H -0.393 -4.749 -3.715
H 1.530 -6.171 -3.190
H 2.949 -5.678 -1.192
H 2.444 -3.657 0.174
N -1.968 0.737 1.097
C -1.361 2.046 0.928
C -2.307 3.230 1.198
C -2.104 3.765 2.617
C -1.016 4.847 2.532
N 0.079 4.483 1.616
C 1.068 3.663 1.936
N 1.150 3.087 3.166
N 1.913 3.285 0.973
C -0.699 2.099 -0.447
O -0.274 3.192 -0.887
O -0.633 0.982 -1.028
H -2.884 0.664 0.622
H -2.128 0.497 2.071
H -0.513 2.072 1.609
H -3.328 2.901 1.003
H -2.100 4.041 0.494
H -1.820 2.947 3.283
H -2.995 4.232 3.041
H -0.616 5.124 3.509
H -1.448 5.750 2.103
H -0.219 4.369 0.636
H 1.141 3.682 3.979
H 1.839 2.352 3.240
H 1.573 3.415 0.022
H 2.358 2.379 1.089
B -0.105 -1.180 3.330
N 1.072 -0.782 2.380
C 2.353 -1.148 2.436
C 3.037 -0.530 1.397
C 2.046 0.194 0.738
N 0.864 0.056 1.351
N -1.040 -2.217 2.642
C -1.517 -3.346 3.188
C -2.328 -3.979 2.269
C -2.297 -3.142 1.150
N -1.526 -2.088 1.378
H 0.379 -1.703 4.310
H -0.718 -0.158 3.611
H 2.693 -1.829 3.198
H 4.074 -0.634 1.130
H 2.109 0.772 -0.174
H -1.248 -3.616 4.196
H -2.869 -4.900 2.394
H -2.788 -3.243 0.195
N 2.517 2.774 -4.147
C 2.614 1.442 -3.781
C 1.526 0.802 -3.160
N 1.593 -0.453 -2.784
C 2.719 -1.124 -3.061
C 3.765 -0.499 -3.707
N 3.732 0.793 -4.061
H 1.839 3.321 -3.646
H 3.398 3.225 -4.335
H 0.605 1.337 -2.951
H 2.765 -2.161 -2.752
H 4.671 -1.043 -3.950
*
```

Values from the calculation:
- HOMO (spin up / spin down): -1.4 / -1.4 eV


Tell me which of them is the least stable. Sure, it is version P.


Version P
Computed, not measured: a molecular structure, C10H21N5O4, with ωB97M-V/def2-TZVPD.

```
! wB97M-V def2-TZVPD RIJCOSX def2/J DEFGRID3
* xyz 0 1
C -2.070 -0.026 -0.694
C -0.866 -1.041 -0.534
C -2.533 0.255 0.632
C -3.050 1.603 0.906
C -2.070 2.366 1.840
C -0.341 3.016 -0.112
C 1.473 -1.746 -0.593
C 1.748 -2.499 0.687
C 2.674 -0.908 -0.849
C 2.788 0.236 0.183
H -2.932 -0.188 -2.497
H -2.868 -1.754 -1.382
H -1.572 0.812 -1.312
H -3.510 -0.214 0.754
H -1.812 0.057 1.526
H -3.918 1.276 1.593
H -3.285 2.239 0.136
H -2.385 3.264 2.099
H -2.023 1.651 2.778
H -0.212 1.630 1.183
H 0.683 2.829 -1.740
H -0.702 4.840 -0.976
H -1.465 4.743 0.540
H 0.758 0.284 -0.758
H 1.294 -2.376 -1.429
H 2.651 -0.566 -1.931
H 4.511 -1.999 -0.389
H 1.936 1.066 -0.229
H 3.769 0.663 0.149
H 2.212 0.182 1.466
H -0.100 -3.210 0.297
N -3.065 -0.651 -1.519
N -0.747 2.570 1.177
N 0.497 2.477 -0.812
N -1.019 4.221 -0.280
N 0.392 -0.658 -0.413
O -1.174 -2.210 -0.465
O 2.753 -2.691 1.303
O 4.009 -1.570 -1.243
O 0.668 -3.337 0.938
*
```

Values from the calculation:
- HOMO: -9.5 eV


Version Q
Computed, not measured: C10H21N5O4 in the gas phase, with ωB97M-V/def2-TZVPD.

```
! wB97M-V def2-TZVPD RIJCOSX def2/J DEFGRID3
* xyz 0 1
H -2.558 2.312 4.940
N -3.230 2.133 4.234
C -3.320 0.857 3.881
N -4.377 0.437 3.212
N -2.215 0.129 3.873
C -1.988 -1.166 3.361
C -1.090 -1.232 2.098
C -1.522 -0.372 0.831
C -0.522 -0.580 -0.420
N 0.267 0.710 -0.703
C 1.236 1.026 -1.597
O 1.010 2.073 -2.201
C 2.305 -0.023 -2.008
N 1.726 -0.420 -3.368
C 3.680 0.823 -2.278
C 4.756 -0.088 -2.571
O 3.456 1.679 -3.487
C -1.411 -1.208 -1.581
O -2.350 -1.986 -1.535
O -1.025 -0.964 -2.800
H -4.424 -0.548 3.240
H -5.164 0.909 3.244
H -1.421 0.643 3.913
H -2.959 -1.670 3.268
H -1.399 -1.880 3.998
H -0.065 -1.034 2.412
H -0.958 -2.307 1.660
H -1.768 0.672 0.918
H -2.597 -0.791 0.481
H 0.180 -1.357 0.001
H -0.358 1.419 -0.819
H 2.491 -0.916 -1.279
H 1.986 0.579 -3.428
H 2.324 -1.078 -3.766
H 4.019 1.643 -1.596
H 4.347 -0.800 -3.248
H 5.533 0.623 -2.967
H 4.968 -0.563 -1.595
H 3.045 2.528 -3.211
H -0.608 -0.210 -3.110
*
```

Values from the calculation:
- HOMO: -8.3 eV


Tell me which of them is the least stable. Sure, it is version P.


Version P
Computed, not measured: 2 unconnected molecules or ions with the total composition C3H10NO, with ωB97M-V/def2-TZVPD.

```
! wB97M-V def2-TZVPD RIJCOSX def2/J DEFGRID3
* xyz -1 1
C 0.987 -2.211 -0.309
O -0.352 -2.008 -0.306
H 1.544 -1.801 0.570
H 1.270 -3.285 -0.384
H 1.495 -1.738 -1.164
C -1.678 1.075 -0.100
N -0.319 0.638 -0.319
C 0.678 1.353 0.458
H -1.842 1.588 0.863
H -1.980 1.806 -0.874
H -2.363 0.242 -0.200
H -0.346 -0.424 -0.120
H 1.059 0.909 1.390
H 0.288 2.351 0.677
H 1.559 1.504 -0.182
*
```

Values from the calculation:
- HOMO: -2.6 eV


Version Q
Computed, not measured: 2 unconnected molecules or ions with the total composition C3H10NO, with ωB97M-V/def2-TZVPD.

```
! wB97M-V def2-TZVPD RIJCOSX def2/J DEFGRID3
* xyz -1 1
N -1.421 -2.368 1.488
H -1.827 -1.762 2.185
H -0.622 -1.898 0.975
H -0.794 -3.014 2.062
C -0.289 -0.229 -0.332
O 0.650 -0.864 0.387
C 0.233 0.953 -1.235
C 1.290 1.769 -0.412
H -1.124 0.205 0.282
H -0.782 -0.920 -1.088
H -0.573 1.620 -1.600
H 0.664 0.632 -2.173
H 1.549 2.664 -0.974
H 2.195 1.253 -0.099
H 0.853 1.957 0.533
*
```

Values from the calculation:
- HOMO: -2.7 eV


Version R
Computed, not measured: 2 unconnected molecules or ions with the total composition C3H10NO, with ωB97M-V/def2-TZVPD.

```
! wB97M-V def2-TZVPD RIJCOSX def2/J DEFGRID3
* xyz -1 1
C 0.325 -1.607 2.313
O 1.293 -1.802 1.345
H -0.763 -1.892 2.166
H 0.221 -0.509 2.581
H 0.454 -1.981 3.392
C -0.213 1.757 -1.815
C -0.565 0.593 -0.835
N 0.185 -0.717 -1.203
H 0.914 1.850 -1.628
H -0.690 2.698 -1.352
H -0.516 1.586 -2.822
H -1.624 0.350 -0.932
H -0.432 1.036 0.195
H 0.257 -1.015 -0.093
H 1.155 -0.348 -1.310
*
```

Values from the calculation:
- HOMO: -2.5 eV


Tell me which of them is the least stable. Sure, it is version R.


Version P
Computed, not measured: a gas-phase ion, C3H6N (charge +1), with ωB97M-V/def2-TZVPD.

```
! wB97M-V def2-TZVPD RIJCOSX def2/J DEFGRID3
* xyz 1 1
C -0.142 -0.165 1.124
C -0.699 -0.491 -0.290
N 0.526 -0.030 -0.945
C -0.144 0.830 0.066
H 0.816 -0.461 1.376
H -0.896 -0.227 1.822
H -1.537 -1.348 -0.514
H 0.588 0.355 -1.868
H 1.494 -0.323 -0.669
H -0.007 1.858 -0.102
*
```

Values from the calculation:
- HOMO: -16.7 eV


Version Q
Computed, not measured: 2 unconnected molecules or ions with the total composition C3H6N, with ωB97M-V/def2-TZVPD.

```
! wB97M-V def2-TZVPD RIJCOSX def2/J DEFGRID3
* xyz 1 1
C -0.672 0.184 -0.613
C 0.870 0.381 0.762
C -1.864 0.100 0.071
N 1.882 -0.015 -0.163
H -1.800 0.429 1.187
H -2.807 0.276 -0.523
H -1.583 -1.053 0.077
H 2.374 0.867 0.076
H 1.423 -0.202 -1.063
H 2.177 -0.967 0.191
*
```

Values from the calculation:
- HOMO (spin up / spin down): -13.6 / -13.6 eV


Tell me which of them is the least stable. Sure, it is version Q.